# 1
This record from the Open Molecules 2025 dataset describes CH2ClPS as an isolated structure at a distorted geometry. The level of theory is wB97M-V/def2-TZVPD.

XYZ file:
```
6
Properties=species:S:1:pos:R:3:nbo_charge:R:1
C -0.4767 0.3670 0.6836 -0.618
P 0.5399 -0.5778 -0.3240 0.807
S 2.4177 -1.2444 -0.2632 -0.435
Cl -1.7497 0.9681 -0.3554 0.014
H -0.7115 0.3688 1.6823 0.229
H -0.0197 0.1183 -1.4231 0.003
```

Computed properties:
charge = 0
relative energy (zero: lowest compared OMol25 entry of this formula, charge and spin) = 226.7 kJ/mol
lowest unoccupied orbital energy = -1.27 eV
orbital gap = 7.469 eV
HOMO energy = -0.321 Ha

---

# 2
This record from the Open Molecules 2025 dataset describes one molecule with the formula CH2ClPSi at a distorted geometry. The level of theory is wB97M-V/def2-TZVPD.

XYZ file:
```
6
Properties=species:S:1:pos:R:3:nbo_charge:R:1
P -2.7242 -0.4984 0.0634 0.732
C -1.2830 -0.3365 -0.4116 -1.138
Si 0.5256 -0.1203 -0.0934 1.120
Cl 1.2267 1.9114 -0.0086 -0.424
H 1.5474 -0.7527 -0.9225 -0.143
H 0.7076 -0.2036 1.3726 -0.147
```

Computed properties:
SMILES string = P#C[SiH2]Cl
charge = 0
relative energy (zero: lowest compared OMol25 entry of this formula, charge and spin) = 0.0 kJ/mol
lowest unoccupied orbital energy = -0.51 eV
orbital gap = 9.902 eV
HOMO energy = -0.383 Ha

---

# 3
This record from the Open Molecules 2025 dataset describes CH2CsLiO3 as an isolated structure at a distorted geometry. The level of theory is wB97M-V/def2-TZVPD.

XYZ file:
```
8
Properties=species:S:1:pos:R:3:nbo_charge:R:1
O -3.0308 0.7795 -0.3488 -0.841
C -1.7605 -0.0572 -0.5182 1.021
O -0.7813 0.3806 -1.1435 -0.772
O -1.6625 -0.7009 0.5768 -0.887
H -3.0518 1.5276 -0.9536 0.482
Cs 1.9584 -0.7167 0.5175 0.986
Li -3.5502 -0.7396 1.0798 0.763
H -3.6850 -1.6366 -0.5933 -0.752
```

Computed properties:
charge = 0
relative energy (zero: lowest compared OMol25 entry of this formula, charge and spin) = 167.6 kJ/mol
lowest unoccupied orbital energy (alpha / beta) = -1.14 / -1.14 eV
orbital gap (alpha / beta) = 3.759 / 3.760 eV
HOMO energy (alpha / beta) = -0.180 / -0.180 Ha

---

# 4
This record from the Open Molecules 2025 dataset describes a 3-piece molecular cluster, CH2F2INOS overall at a distorted geometry. The level of theory is wB97M-V/def2-TZVPD.

XYZ file:
```
9
Properties=species:S:1:pos:R:3:mulliken_spin:R:1
C 2.8789 1.2674 -0.4632 -0.004
N 0.0283 -1.3934 2.3242 0.733
O 3.1539 0.5445 -1.3748 0.001
F 3.3238 2.5228 -0.3077 -0.001
F 1.9560 1.0561 0.4771 0.003
S 1.3039 -2.1052 1.8320 1.209
I 0.1306 2.4940 -3.0847 0.000
H -0.8259 -1.4637 1.6242 0.058
H -0.1546 3.8042 -4.1489 0.000
```

Computed properties:
expectation value of S² = 2.01
charge = 0
relative energy (zero: lowest compared OMol25 entry of this formula, charge and spin) = 0.0 kJ/mol
2S+1 = 3
lowest unoccupied orbital energy (alpha / beta) = 0.02 / -1.52 eV
orbital gap (alpha / beta) = 8.452 / 8.698 eV
HOMO energy (alpha / beta) = -0.310 / -0.375 Ha

---

# 5
This record from the Open Molecules 2025 dataset describes a 2-piece molecular cluster, CH2F2N2 overall at a distorted geometry. The level of theory is wB97M-V/def2-TZVPD.

XYZ file:
```
7
Properties=species:S:1:pos:R:3:nbo_charge:R:1
C 0.0945 0.2667 1.0597 0.549
N 0.2887 -0.0919 -1.4552 -0.317
N 0.3730 0.2851 -2.5413 0.004
F 0.6162 -0.8007 1.4917 -0.306
F -1.2908 0.0657 1.0070 -0.389
H 0.1630 1.1669 1.6036 0.114
H -0.2448 -0.8919 -1.1654 0.344
```

Computed properties:
charge = 0
relative energy (zero: lowest compared OMol25 entry of this formula, charge and spin) = 329.4 kJ/mol
lowest unoccupied orbital energy (alpha / beta) = 0.56 / 0.31 eV
orbital gap (alpha / beta) = 9.640 / 8.622 eV
HOMO energy (alpha / beta) = -0.334 / -0.306 Ha

---

# 6
This record from the Open Molecules 2025 dataset describes a 2-piece molecular cluster, CH2F2N2 overall at a distorted geometry. The level of theory is wB97M-V/def2-TZVPD.

XYZ file:
```
7
Properties=species:S:1:pos:R:3:nbo_charge:R:1
N 2.1887 0.1888 0.5662 -0.400
C 1.8537 -0.8114 0.1621 0.641
F 1.7582 -1.9827 -0.3035 -0.240
N -1.5108 0.2955 -0.2336 -0.401
F -0.2805 1.0146 0.2068 -0.285
H -1.8911 0.8688 -1.0103 0.342
H -2.1182 0.4265 0.6122 0.344
```

Computed properties:
SMILES string = N#CF.NF
charge = 0
relative energy (zero: lowest compared OMol25 entry of this formula, charge and spin) = 298.9 kJ/mol
lowest unoccupied orbital energy = 0.64 eV
orbital gap = 11.579 eV
HOMO energy = -0.402 Ha

---

# 7
This record from the Open Molecules 2025 dataset describes a 2-piece molecular cluster, CH2F2O3S overall at a distorted geometry. The level of theory is wB97M-V/def2-TZVPD.

XYZ file:
```
9
Properties=species:S:1:pos:R:3:nbo_charge:R:1
C -0.8906 -0.0913 0.0554 0.253
O -2.3542 0.9629 2.4876 -0.854
O -0.3229 -0.0443 3.4418 -0.298
O -0.3217 0.4518 0.9809 -0.516
F -0.6375 2.5931 3.2032 -0.498
F 0.4399 -0.0606 4.6099 -0.136
S -1.5245 1.2595 3.5811 1.783
H -1.6470 -0.8006 0.4855 0.133
H -0.6889 0.1021 -1.1019 0.133
```

Computed properties:
charge = 0
relative energy (zero: lowest compared OMol25 entry of this formula, charge and spin) = 47.9 kJ/mol
lowest unoccupied orbital energy = 0.55 eV
orbital gap = 10.617 eV
HOMO energy = -0.370 Ha

---

# 8
This record from the Open Molecules 2025 dataset describes CH2F3NO4SY as an isolated structure at a distorted geometry. The level of theory is wB97M-V/def2-TZVPD.

XYZ file:
```
13
Properties=species:S:1:pos:R:3:nbo_charge:R:1
Y 1.7502 1.2157 -0.2301 2.335
O 1.2013 -1.2624 -0.2000 -0.751
H 2.7262 -1.5698 -0.6827 0.621
N -0.1022 -0.8275 -0.4161 -0.676
S -0.9052 -0.0464 0.6890 2.094
O -1.4241 -0.8374 1.7993 -0.838
O -0.1311 1.2105 1.0276 -1.110
C -2.4623 0.6978 -0.0492 0.795
F -3.2898 -0.2834 -0.3782 -0.276
F -2.1551 1.3899 -1.1369 -0.308
F -3.0639 1.4970 0.8193 -0.275
O 3.5206 -0.4646 -0.8393 -1.120
H 4.3353 -0.7195 -0.4027 0.509
```

Computed properties:
charge = +1
lowest unoccupied orbital energy (alpha / beta) = -6.67 / -6.67 eV
orbital gap (alpha / beta) = 5.668 / 5.668 eV
HOMO energy (alpha / beta) = -0.453 / -0.453 Ha

---

# 9
This record from the Open Molecules 2025 dataset describes a 2-piece molecular cluster, CH2F3NOS overall at a distorted geometry. The level of theory is wB97M-V/def2-TZVPD.

XYZ file:
```
9
Properties=species:S:1:pos:R:3:nbo_charge:R:1
C 0.0406 -1.0873 0.6775 0.550
N -0.3436 1.1135 -1.7160 -0.915
O -1.7294 1.0564 0.3589 -0.826
F 1.2145 -1.5573 0.2842 -0.278
F -0.8593 -1.8965 0.1110 -0.308
F 1.6970 1.7097 0.7633 -0.641
S -0.4936 0.8209 -0.2309 1.802
H -0.1428 -1.0405 1.7695 0.205
H 0.6166 0.8811 -2.0175 0.411
```

Computed properties:
charge = 0
relative energy (zero: lowest compared OMol25 entry of this formula, charge and spin) = 505.3 kJ/mol
lowest unoccupied orbital energy (alpha / beta) = -2.87 / -3.00 eV
orbital gap (alpha / beta) = 8.561 / 7.073 eV
HOMO energy (alpha / beta) = -0.420 / -0.370 Ha

---

# 10
This record from the Open Molecules 2025 dataset describes a 2-piece molecular cluster, CH2F3PS overall at a distorted geometry. The level of theory is wB97M-V/def2-TZVPD.

XYZ file:
```
8
Properties=species:S:1:pos:R:3:nbo_charge:R:1
C -0.2672 -1.3197 -0.1779 0.802
F 0.9785 -0.7964 -0.2799 -0.352
F -0.1712 -2.3469 0.6595 -0.328
F -0.5369 -1.8857 -1.3345 -0.325
P 0.7631 1.9582 0.8799 0.346
S -1.4881 -0.0900 0.2402 -0.139
H -0.2906 2.9521 0.5228 -0.013
H 1.0125 1.5285 -0.5101 0.008
```

Computed properties:
charge = 0
relative energy (zero: lowest compared OMol25 entry of this formula, charge and spin) = 198.0 kJ/mol
lowest unoccupied orbital energy (alpha / beta) = -2.87 / -2.87 eV
orbital gap (alpha / beta) = 6.756 / 6.762 eV
HOMO energy (alpha / beta) = -0.354 / -0.354 Ha

---

# 11
This record from the Open Molecules 2025 dataset describes a 2-piece molecular cluster, CH2F3PS overall at a distorted geometry. The level of theory is wB97M-V/def2-TZVPD.

XYZ file:
```
8
Properties=species:S:1:pos:R:3:mulliken_spin:R:1
C -4.5081 -0.4216 -0.0932 0.653
F -3.4040 -0.6704 -0.7670 0.054
F -4.6943 -1.4310 0.7442 0.053
F -1.1269 0.3011 0.4615 0.001
P -0.1863 -0.8829 -0.1897 0.000
S -5.4447 0.8248 -0.3001 1.240
H -0.1514 -1.6239 1.1536 0.000
H -1.3734 -1.5856 -0.4731 0.000
```

Computed properties:
expectation value of S² = 2.01
charge = 0
relative energy (zero: lowest compared OMol25 entry of this formula, charge and spin) = 0.0 kJ/mol
2S+1 = 3
lowest unoccupied orbital energy (alpha / beta) = 0.62 / -3.54 eV
orbital gap (alpha / beta) = 7.360 / 6.831 eV
HOMO energy (alpha / beta) = -0.248 / -0.381 Ha

---

# 12
This record from the Open Molecules 2025 dataset describes a 2-piece molecular cluster, CH2F4P overall at a distorted geometry. The level of theory is wB97M-V/def2-TZVPD.

XYZ file:
```
8
Properties=species:S:1:pos:R:3:nbo_charge:R:1
C -1.4620 -0.2114 0.0206 0.292
F -1.5061 -1.4854 0.0652 -0.216
F 1.7460 0.1426 1.3411 -0.512
F 1.6460 1.5744 -0.5541 -0.509
F 1.9246 -0.7676 -0.8410 -0.508
P 1.0462 0.2346 -0.0455 2.002
H -1.6881 0.2890 0.9632 0.227
H -1.7066 0.2239 -0.9495 0.225
```

Computed properties:
charge = +1
relative energy (zero: lowest compared OMol25 entry of this formula, charge and spin) = 0.0 kJ/mol
lowest unoccupied orbital energy = -7.27 eV
orbital gap = 10.647 eV
HOMO energy = -0.658 Ha

---

# 13
This record from the Open Molecules 2025 dataset describes a 2-piece molecular cluster, CH2FI overall at a distorted geometry. The level of theory is wB97M-V/def2-TZVPD.

XYZ file:
```
5
Properties=species:S:1:pos:R:3:nbo_charge:R:1
C 0.1576 -0.2550 -0.9151 0.080
F 1.4646 -0.4163 -1.0558 -0.336
I -1.1401 1.5384 3.3124 0.001
H -0.0502 0.3190 -0.1008 0.125
H -0.4318 -1.1861 -1.2408 0.131
```

Computed properties:
charge = 0
relative energy (zero: lowest compared OMol25 entry of this formula, charge and spin) = 212.5 kJ/mol
lowest unoccupied orbital energy (alpha / beta) = 0.38 / -3.48 eV
orbital gap (alpha / beta) = 10.889 / 5.204 eV
HOMO energy (alpha / beta) = -0.386 / -0.319 Ha

---

# 14
This record from the Open Molecules 2025 dataset describes a 2-piece molecular cluster, CH2FIO overall at a distorted geometry. The level of theory is wB97M-V/def2-TZVPD.

XYZ file:
```
6
Properties=species:S:1:pos:R:3:nbo_charge:R:1
C 0.0328 0.0935 -0.2020 0.412
O -0.1429 -1.0191 0.4876 -0.729
F 0.7780 1.0071 0.4459 -0.372
I -1.6998 1.1672 -1.0682 0.058
H 1.2078 -0.3000 -1.2083 0.119
H -0.1758 -0.9487 1.5450 0.511
```

Computed properties:
charge = 0
relative energy (zero: lowest compared OMol25 entry of this formula, charge and spin) = 207.8 kJ/mol
lowest unoccupied orbital energy = -0.23 eV
orbital gap = 9.459 eV
HOMO energy = -0.356 Ha

---

# 15
This record from the Open Molecules 2025 dataset describes a 2-piece molecular cluster, CH2FIO overall at a distorted geometry. The level of theory is wB97M-V/def2-TZVPD.

XYZ file:
```
6
Properties=species:S:1:pos:R:3:nbo_charge:R:1
C 0.0505 0.2284 -0.0148 0.384
O -0.4150 -0.8850 -0.6312 -0.715
F 1.2987 0.1351 0.2310 -0.340
I -1.0306 0.6378 1.7521 0.070
H -0.0159 1.4850 -0.9540 0.116
H 0.1123 -1.6012 -0.3831 0.484
```

Computed properties:
charge = 0
relative energy (zero: lowest compared OMol25 entry of this formula, charge and spin) = 164.2 kJ/mol
lowest unoccupied orbital energy = 0.18 eV
orbital gap = 9.942 eV
HOMO energy = -0.359 Ha

---

# 16
This record from the Open Molecules 2025 dataset describes one molecule with the formula CH2FIO2S at a distorted geometry. The level of theory is wB97M-V/def2-TZVPD.

XYZ file:
```
8
Properties=species:S:1:pos:R:3:mulliken_spin:R:1
C -0.8513 0.5010 -0.0256 0.106
O 0.6696 -1.3199 -1.3222 0.113
O 0.2283 -1.6017 1.0980 0.218
F -0.9811 1.2835 -1.1138 0.005
S 0.5852 -0.6852 -0.0750 0.242
I 2.5201 0.7491 0.4399 1.313
H -1.7712 -0.0251 0.2988 0.008
H -0.3996 1.0983 0.6999 -0.004
```

Computed properties:
expectation value of S² = 2.01
charge = 0
relative energy (zero: lowest compared OMol25 entry of this formula, charge and spin) = 84.7 kJ/mol
2S+1 = 3
lowest unoccupied orbital energy (alpha / beta) = 0.36 / -4.66 eV
orbital gap (alpha / beta) = 7.968 / 5.869 eV
HOMO energy (alpha / beta) = -0.280 / -0.387 Ha

---

# 17
This record from the Open Molecules 2025 dataset describes one molecule with the formula CH2FNO at a distorted geometry. The level of theory is wB97M-V/def2-TZVPD.

XYZ file:
```
6
Properties=species:S:1:pos:R:3:nbo_charge:R:1
F 0.8288 -0.0437 -1.5197 -0.306
C 0.5374 0.0377 -0.1980 0.560
N -0.7121 0.1918 0.3338 -0.413
O 0.0215 1.3902 0.4138 -0.402
H 1.3297 -0.2840 0.5489 0.181
H -1.6111 0.2739 -0.0528 0.380
```

Computed properties:
SMILES string = F[C@@H]1NO1
charge = 0
relative energy (zero: lowest compared OMol25 entry of this formula, charge and spin) = 404.1 kJ/mol
lowest unoccupied orbital energy = 1.15 eV
orbital gap = 10.450 eV
HOMO energy = -0.342 Ha

---

# 18
This record from the Open Molecules 2025 dataset describes a 2-piece molecular cluster, CH2FNO2 overall at a distorted geometry. The level of theory is wB97M-V/def2-TZVPD.

XYZ file:
```
7
Properties=species:S:1:pos:R:3:nbo_charge:R:1
C 0.3626 0.3883 -0.8481 0.132
N -0.3058 -0.4967 0.9347 0.489
O -0.3072 -1.6891 0.9873 -0.357
O -0.5876 0.4130 1.6422 -0.345
F -0.4612 1.4208 -0.8468 -0.294
H 1.4167 0.3466 -0.5123 0.203
H -0.1175 -0.3828 -1.3569 0.171
```

Computed properties:
charge = 0
relative energy (zero: lowest compared OMol25 entry of this formula, charge and spin) = 330.4 kJ/mol
lowest unoccupied orbital energy (alpha / beta) = -0.02 / -0.02 eV
orbital gap (alpha / beta) = 9.280 / 9.277 eV
HOMO energy (alpha / beta) = -0.342 / -0.342 Ha

---

# 19
This record from the Open Molecules 2025 dataset describes CH2FNO2S2 as an isolated structure at a distorted geometry. The level of theory is wB97M-V/def2-TZVPD.

XYZ file:
```
9
Properties=species:S:1:pos:R:3:mulliken_spin:R:1
C -1.1171 -0.1466 -0.4714 -0.009
N -0.4208 0.4365 -1.5202 0.730
O -2.2563 -0.4052 -0.4060 0.017
O -1.5971 2.1504 -0.4086 0.487
F 2.8084 -1.7030 1.6391 0.000
S -0.7924 1.9050 -1.5267 0.652
S 0.0192 -0.5832 0.8691 0.124
H 2.1876 -1.0686 1.8250 0.000
H 1.1685 -0.5854 -0.0004 -0.001
```

Computed properties:
expectation value of S² = 2.01
charge = 0
2S+1 = 3
lowest unoccupied orbital energy (alpha / beta) = 0.25 / -4.52 eV
orbital gap (alpha / beta) = 8.584 / 6.379 eV
HOMO energy (alpha / beta) = -0.306 / -0.400 Ha

---

# 20
This record from the Open Molecules 2025 dataset describes CH2FNO3S as an isolated structure at a distorted geometry. The level of theory is wB97M-V/def2-TZVPD.

XYZ file:
```
9
Properties=species:S:1:pos:R:3:nbo_charge:R:1
C 0.9890 1.2775 -0.0521 0.795
N 1.9798 0.6720 0.1802 -0.755
O 0.1371 2.1198 -0.2033 -0.533
O -0.8643 -1.9539 -0.3832 -0.932
O -1.8769 0.3825 -0.7465 -0.869
F -0.7581 -0.2564 1.3255 -0.533
S -0.7427 -0.3323 -0.3502 1.847
H 2.8960 0.6565 0.5560 0.448
H -1.7601 -2.5657 -0.3263 0.532
```

Computed properties:
charge = 0
relative energy (zero: lowest compared OMol25 entry of this formula, charge and spin) = 144.4 kJ/mol
lowest unoccupied orbital energy = 0.08 eV
orbital gap = 11.045 eV
HOMO energy = -0.403 Ha